{
  "formula": "C5H26N2O7",
  "method": "ωB97M-V/def2-TZVPD",
  "de_lowest_ev": 0.253,
  "gap_ev": 9.29,
  "smiles": "NC[C@@H]1CCCN1.O.O.O.O.O.O.O",
  "total_energy_ha": -842.3118,
  "species": ["O", "O", "O", "O", "O", "O", "O", "N", "N", "C", "C", "C", "C", "C", "H", "H", "H", "H", "H", "H", "H", "H", "H", "H", "H", "H", "H", "H", "H", "H", "H", "H", "H", "H", "H", "H", "H", "H", "H", "H"],
  "coordinates": [[-0.1276, -2.3284, -2.0504], [-2.1740, 1.6642, 1.5882], [1.9098, -2.3612, -0.2957], [0.1599, -2.5313, 1.7252], [-1.9165, -0.3415, -2.1887], [-2.1223, -2.4825, -0.2585], [-1.9967, -0.9338, 1.9196], [-0.2602, 1.5083, -0.4269], [0.8289, 0.3254, 2.5798], [0.8936, 0.7364, 0.0992], [1.6713, 2.2151, -1.7238], [0.2907, 2.6494, -1.2075], [1.2545, 1.2392, 1.5130], [2.0720, 0.9728, -0.9201], [0.3711, 3.5341, -0.5189], [-2.1691, -0.2576, -3.1368], [2.4110, 3.0443, -1.6587], [0.6334, -0.3388, 0.1052], [-0.4078, 2.9689, -1.9810], [1.2437, -0.5725, 2.4061], [2.2023, 0.0774, -1.5773], [-2.9164, 1.8725, 1.1728], [1.3374, -2.3770, 0.4659], [0.8284, 2.2231, 1.6837], [-2.5145, -1.1759, 2.6673], [2.6902, -1.8569, -0.0332], [-2.0413, 0.0801, 1.8075], [-0.2321, -3.3047, 1.3851], [-0.6966, -2.6391, -1.3872], [3.0558, 1.1110, -0.3968], [0.7130, -2.2644, -1.6191], [-2.6532, -2.0265, -0.9552], [1.6395, 1.9910, -2.8139], [-1.1979, -0.9777, -2.2736], [2.3252, 1.3985, 1.5972], [-0.5924, -1.8993, 1.7616], [-2.0861, -1.9134, 0.4818], [-1.4256, 1.7897, 0.9444], [-0.8216, 0.9213, -1.0659], [-0.1800, 0.2599, 2.5856]],
  "lowdin_charge": [-0.032, 0.000, -0.055, -0.047, -0.080, -0.057, -0.080, -0.057, 0.028, -0.301, -0.178, -0.187, -0.222, -0.142, 0.117, 0.078, 0.109, 0.114, 0.108, 0.045, 0.106, -0.014, -0.025, 0.110, 0.071, 0.065, 0.041, 0.037, -0.029, 0.111, -0.008, 0.067, 0.108, -0.018, 0.100, 0.006, -0.042, 0.039, 0.082, 0.030]
}